The following is a quantum chemistry calculation of a cluster of 2 separate species, C14H15Cl2FN2O2 in total, from the Open Molecules 2025 dataset.

Geometry as ORCA input:
```
! RIJCOSX wB97M-V def2-TZVPD def2/J DEFGRID3
* xyz 0 1
C 3.49 -2.40 -3.41
C 2.28 -2.08 -2.45
C 2.39 -1.87 -1.08
C 1.45 -1.67 -0.33
C 0.18 -1.62 -0.95
C 0.04 -2.07 -2.17
C 1.23 -2.30 -2.96
F 0.69 -2.49 -4.38
H -1.13 -2.12 -2.64
C -0.95 -1.53 0.14
C -2.08 -2.65 0.31
Cl -2.11 -4.10 -0.65
Cl -3.20 -2.07 1.27
N -0.98 -0.51 1.01
C -0.44 0.80 0.42
O 0.20 0.84 -0.54
N -0.22 1.83 1.49
C -0.81 1.66 2.84
H -1.28 0.70 3.20
H -0.12 2.02 3.58
C -2.21 2.56 2.77
O -1.81 3.68 2.55
C -1.38 3.83 1.25
H -1.03 4.84 1.09
C -0.32 3.06 0.95
H 0.26 3.11 0.10
H 0.84 3.61 1.69
H -2.22 3.50 0.50
H -2.45 2.54 3.90
H -2.88 2.15 2.26
H -1.76 -0.49 1.66
H 1.60 -1.50 0.59
H 3.51 -1.89 -0.77
H 3.57 -1.52 -4.29
H 3.38 -3.31 -4.10
H 4.27 -2.55 -2.86
*
```

How is the electron density shared among the atoms? According to natural (NBO), the charges in e are: atom 1 (C): -0.583, atom 2 (C): -0.148, atom 3 (C): -0.150, atom 4 (C): -0.217, atom 5 (C): 0.038, atom 6 (C): -0.233, atom 7 (C): 0.425, atom 8 (F): -0.388, atom 9 (H): 0.249, atom 10 (C): 0.221, atom 11 (C): -0.317, atom 12 (Cl): 0.054, atom 13 (Cl): 0.089, atom 14 (N): -0.690, atom 15 (C): 0.802, atom 16 (O): -0.552, atom 17 (N): -0.469, atom 18 (C): -0.272, atom 19 (H): 0.204, atom 20 (H): 0.216, atom 21 (C): -0.006, atom 22 (O): -0.482, atom 23 (C): -0.130, atom 24 (H): 0.228, atom 25 (C): -0.161, atom 26 (H): 0.272, atom 27 (H): 0.068, atom 28 (H): 0.156, atom 29 (H): 0.164, atom 30 (H): 0.141, atom 31 (H): 0.419, atom 32 (H): 0.208, atom 33 (H): 0.202, atom 34 (H): 0.222, atom 35 (H): 0.230, atom 36 (H): 0.191

The following is a quantum chemistry calculation of a structure of composition C51H49BrClN6O3P3SSr, from the Open Molecules 2025 dataset.

Computed properties:
ΔE to the lowest compared entry with this formula, charge and spin: 103.7 kJ/mol

Geometry as ORCA input:
```
! RIJCOSX wB97M-V def2-TZVPD def2/J DEFGRID3
* xyz 0 1
Sr 0.67 0.31 -0.14
O 0.65 -3.88 -1.91
N -0.23 -2.88 -2.29
C -0.57 -2.95 -3.51
C -1.56 -2.02 -4.08
C -1.80 -2.16 -5.44
C -2.71 -1.34 -6.10
C -3.40 -0.39 -5.38
C -3.18 -0.27 -4.01
C -2.26 -1.06 -3.33
P -1.98 -0.88 -1.51
C -2.70 -2.44 -0.87
C -2.22 -2.92 0.34
C -2.76 -4.06 0.91
C -3.78 -4.74 0.26
C -4.26 -4.27 -0.96
C -3.72 -3.12 -1.52
C -3.30 0.32 -1.06
C -3.04 1.68 -1.29
C -3.99 2.65 -1.00
C -5.21 2.28 -0.46
C -5.48 0.94 -0.21
C -4.53 -0.03 -0.50
H 0.87 -3.61 -0.99
H -0.14 -3.72 -4.15
H -1.25 -2.92 -5.99
H -2.87 -1.46 -7.17
H -4.13 0.25 -5.86
H -3.75 0.47 -3.47
H -1.40 -2.42 0.84
H -2.39 -4.43 1.86
H -4.21 -5.64 0.69
H -5.05 -4.80 -1.47
H -4.10 -2.76 -2.47
H -2.08 1.98 -1.69
H -3.76 3.69 -1.18
H -5.95 3.03 -0.23
H -6.42 0.65 0.23
H -4.74 -1.07 -0.28
Br 0.47 0.83 -4.81
C 0.19 2.33 -3.69
C -0.21 3.53 -4.26
C -0.32 4.62 -3.42
C -0.05 4.48 -2.06
C 0.29 3.23 -1.61
N 0.42 2.15 -2.40
C 0.47 2.86 -0.14
O 1.53 3.11 0.44
O -0.47 2.14 0.29
H -0.40 3.60 -5.32
H -0.62 5.58 -3.82
H -0.12 5.31 -1.37
S 5.02 1.93 -2.44
C 3.50 1.71 -1.64
N 2.89 0.59 -1.85
C 3.65 -0.21 -2.71
C 3.29 -1.49 -3.13
C 4.14 -2.17 -3.97
C 5.34 -1.59 -4.41
C 5.71 -0.33 -4.00
C 4.85 0.36 -3.14
H 3.11 2.49 -0.99
H 2.37 -1.93 -2.78
H 3.87 -3.17 -4.29
H 5.99 -2.14 -5.07
H 6.63 0.12 -4.34
C 0.20 1.27 3.48
P -1.16 0.48 2.52
C -1.68 -0.76 3.76
C -2.58 -0.54 4.81
C -2.85 -1.53 5.74
C -2.22 -2.77 5.64
C -1.32 -3.00 4.61
C -1.06 -2.01 3.68
C -2.47 1.75 2.61
C -2.16 3.11 2.71
C -3.17 4.06 2.71
C -4.50 3.68 2.59
C -4.81 2.34 2.46
C -3.80 1.38 2.46
H 0.74 2.01 2.87
H 0.89 0.48 3.76
H -0.18 1.74 4.38
H -3.06 0.43 4.91
H -3.55 -1.34 6.54
H -2.44 -3.55 6.36
H -0.81 -3.96 4.54
H -0.34 -2.19 2.89
H -1.13 3.43 2.79
H -2.91 5.11 2.80
H -5.28 4.43 2.60
H -5.84 2.02 2.36
H -4.06 0.34 2.34
C 5.75 -1.40 2.71
N 5.95 -0.69 1.45
C 6.49 0.64 1.75
N 5.69 1.43 2.69
C 5.49 0.63 3.90
N 4.91 -0.69 3.67
C 3.53 -0.59 3.20
P 3.35 0.34 1.59
C 4.70 -0.59 0.70
C 4.40 1.79 2.09
H 6.73 -1.56 3.17
H 5.30 -2.37 2.50
H 6.60 1.20 0.82
H 7.48 0.51 2.19
H 4.85 1.19 4.59
H 6.47 0.49 4.37
H 2.94 -0.09 3.97
H 3.11 -1.58 3.06
H 4.91 -0.10 -0.25
H 4.32 -1.59 0.48
H 3.83 2.40 2.80
H 4.57 2.43 1.22
Cl 1.40 -2.15 0.72
*
```

Mulliken population analysis, charges in e, atoms 1 to 99: atom 1 (Sr): 1.441, atom 2 (O): -0.640, atom 3 (N): 0.486, atom 4 (C): -1.200, atom 5 (C): 0.640, atom 6 (C): -0.655, atom 7 (C): -0.913, atom 8 (C): -0.664, atom 9 (C): -0.805, atom 10 (C): 0.403, atom 11 (P): 2.738, atom 12 (C): 0.109, atom 13 (C): -0.251, atom 14 (C): -0.718, atom 15 (C): -0.700, atom 16 (C): -0.685, atom 17 (C): -0.323, atom 18 (C): 0.838, atom 19 (C): 0.153, atom 20 (C): -0.882, atom 21 (C): -0.680, atom 22 (C): -0.873, atom 23 (C): -0.761, atom 24 (H): 0.287, atom 25 (H): 0.327, atom 26 (H): 0.401, atom 27 (H): 0.372, atom 28 (H): 0.451, atom 29 (H): 0.374, atom 30 (H): 0.217, atom 31 (H): 0.485, atom 32 (H): 0.384, atom 33 (H): 0.405, atom 34 (H): 0.451, atom 35 (H): 0.229, atom 36 (H): 0.433, atom 37 (H): 0.381, atom 38 (H): 0.403, atom 39 (H): 0.397, atom 40 (Br): -0.064, atom 41 (C): 0.065, atom 42 (C): -0.675, atom 43 (C): -0.701, atom 44 (C): -0.659, atom 45 (C): 0.836, atom 46 (N): 0.270, atom 47 (C): -0.669, atom 48 (O): -0.659, atom 49 (O): -0.056, atom 50 (H): 0.525, atom 51 (H): 0.439, atom 52 (H): 0.588, atom 53 (S): -0.332, atom 54 (C): -0.569, atom 55 (N): 1.655, atom 56 (C): -1.315, atom 57 (C): -0.338, atom 58 (C): -0.673, atom 59 (C): -0.547, atom 60 (C): -0.547, atom 61 (C): 1.163, atom 62 (H): -0.003, atom 63 (H): 0.464, atom 64 (H): 0.480, atom 65 (H): 0.398, atom 66 (H): 0.425, atom 67 (C): -1.495, atom 68 (P): 2.719, atom 69 (C): 0.164, atom 70 (C): -0.474, atom 71 (C): -0.698, atom 72 (C): -0.613, atom 73 (C): -0.648, atom 74 (C): -0.792, atom 75 (C): -0.032, atom 76 (C): -0.601, atom 77 (C): -0.784, atom 78 (C): -0.538, atom 79 (C): -1.086, atom 80 (C): -0.510, atom 81 (H): 0.339, atom 82 (H): 0.207, atom 83 (H): 0.495, atom 84 (H): 0.409, atom 85 (H): 0.424, atom 86 (H): 0.380, atom 87 (H): 0.488, atom 88 (H): 0.098, atom 89 (H): 0.273, atom 90 (H): 0.432, atom 91 (H): 0.420, atom 92 (H): 0.502, atom 93 (H): 0.663, atom 94 (C): -0.989, atom 95 (N): 0.068, atom 96 (C): -0.990, atom 97 (N): 0.131, atom 98 (C): -1.013, atom 99 (N): 0.096

no.,gap between HOMO and LUMO (eV),LUMO (eV)
1,7.76,0.29
2,8.30,0.32